(1)
Computed, not measured: a structure of composition C2BiFO at a distorted geometry, with ωB97M-V/def2-TZVPD.

XYZ file:
```
5
C2BiFO, DFT ωB97M-V/def2-TZVPD
C -1.38 -0.61 -0.70
C -0.27 0.20 -0.42
O 0.02 -0.65 0.55
F -0.61 1.46 0.00
Bi 2.25 -0.40 0.56
```

HOMO-LUMO gap (alpha / beta) ... 5.86 / 5.60 eV
Spin multiplicity ... 2
Energy ... -465.3176 Ha
Total charge ... +1
HOMO (alpha / beta) ... -0.52295 / -0.51138 Eh

(2)
Computed, not measured: a cluster of 2 separate species, C3H7NO5 in total at a distorted geometry, with ωB97M-V/def2-TZVPD.

XYZ file:
```
16
C3H7NO5, DFT ωB97M-V/def2-TZVPD
N 0.21 -1.73 -0.40
C 0.45 -0.67 0.45
O -0.19 -0.85 1.61
C 1.19 0.35 0.13
O 1.54 1.41 1.02
O 1.74 0.56 -1.11
H 0.65 -1.54 -1.29
H 0.64 -2.56 -0.02
H 0.10 -0.30 2.41
H 0.71 2.05 1.01
H 1.85 1.53 -1.08
O -1.06 1.48 -0.22
C -1.51 0.55 -0.82
O -2.47 -0.28 -0.40
H -1.02 0.14 -1.76
H -2.82 -0.12 0.47
```

HOMO-LUMO gap ... 8.13 eV
Spin multiplicity ... 1
Energy ... -549.4219 Ha
HOMO ... -0.27784 Eh
SMILES ... NC(O)=C(O)O.O=CO

(3)
Computed, not measured: a cluster of 10 separate species, C30H44O30 in total at a distorted geometry, with ωB97M-V/def2-TZVPD.

XYZ file:
```
104
C30H44O30, DFT ωB97M-V/def2-TZVPD
C -0.98 -18.30 -7.37
O -1.82 -17.35 -8.04
C -2.45 -16.46 -7.24
O -2.28 -16.29 -6.07
O -3.23 -15.77 -8.04
C -4.03 -14.67 -7.56
H -0.19 -18.53 -8.09
H -1.49 -19.23 -7.13
H -0.54 -17.76 -6.54
H -3.42 -14.05 -6.91
H -4.87 -15.11 -7.02
H -4.31 -14.15 -8.47
C -9.08 -19.03 -7.85
O -9.49 -17.98 -6.97
C -8.79 -16.86 -7.13
O -8.30 -16.48 -8.16
O -8.73 -16.21 -5.99
C -7.91 -15.06 -5.90
H -9.61 -18.94 -8.80
H -9.32 -19.94 -7.32
H -8.03 -18.92 -8.13
H -6.92 -15.34 -5.54
H -8.33 -14.40 -5.15
H -7.78 -14.63 -6.89
O -11.07 -16.21 -2.81
C -9.93 -16.43 -2.62
O -8.93 -15.58 -2.92
C -7.66 -16.10 -2.52
C -8.04 -17.58 -2.19
O -9.43 -17.47 -1.91
H -6.98 -16.08 -3.37
H -7.18 -15.67 -1.64
H -7.46 -17.94 -1.35
H -7.88 -18.22 -3.06
O -9.63 -21.54 -5.98
C -9.85 -21.47 -4.81
O -9.83 -20.34 -4.10
C -10.46 -20.55 -2.82
C -10.31 -22.07 -2.69
O -10.13 -22.52 -4.01
H -9.89 -19.97 -2.10
H -11.51 -20.23 -2.81
H -11.22 -22.48 -2.26
H -9.50 -22.33 -2.02
O -5.89 -17.76 -4.66
C -5.77 -18.63 -5.47
O -5.21 -18.48 -6.68
C -4.83 -19.79 -7.13
C -5.73 -20.71 -6.32
O -6.17 -19.91 -5.24
H -5.03 -19.96 -8.19
H -3.79 -20.05 -6.92
H -5.25 -21.66 -6.10
H -6.59 -20.96 -6.95
O -5.02 -18.08 -13.69
C -5.33 -17.53 -12.67
O -6.40 -16.77 -12.47
C -6.69 -16.69 -11.08
C -5.31 -17.01 -10.48
O -4.64 -17.68 -11.52
H -7.01 -15.70 -10.74
H -7.49 -17.36 -10.76
H -5.40 -17.66 -9.61
H -4.75 -16.10 -10.25
O -11.89 -22.38 -11.96
C -11.00 -21.58 -12.01
O -10.67 -20.75 -11.01
C -9.49 -20.01 -11.31
C -9.07 -20.59 -12.67
O -10.22 -21.36 -13.07
H -9.80 -18.98 -11.40
H -8.68 -20.20 -10.61
H -8.14 -21.16 -12.74
H -9.04 -19.82 -13.45
O -10.53 -13.61 -9.54
C -9.59 -13.04 -9.07
O -8.42 -12.90 -9.69
C -7.42 -12.34 -8.83
C -8.29 -11.87 -7.64
O -9.56 -12.47 -7.85
H -6.78 -13.14 -8.47
H -6.99 -11.53 -9.41
H -8.43 -10.79 -7.73
H -7.84 -12.18 -6.70
O -12.68 -19.55 -5.63
C -12.26 -20.55 -6.12
O -12.20 -21.72 -5.41
C -11.98 -22.79 -6.31
C -11.54 -22.12 -7.62
O -12.02 -20.79 -7.40
H -11.27 -23.52 -5.91
H -12.92 -23.33 -6.45
H -12.01 -22.42 -8.56
H -10.47 -22.12 -7.82
O -5.98 -13.04 -4.81
C -5.82 -12.47 -3.78
O -5.04 -11.37 -3.63
C -5.12 -10.91 -2.28
C -6.20 -11.74 -1.65
O -6.40 -12.79 -2.61
H -4.12 -11.07 -1.87
H -5.40 -9.85 -2.26
H -7.16 -11.29 -1.41
H -5.84 -12.15 -0.71
```

HOMO-LUMO gap ... 10.72 eV
Spin multiplicity ... 1
Energy ... -3426.7971 Ha
HOMO ... -0.39166 Eh
SMILES ... COC(=O)OC.COC(=O)OC.O=C1OCCO1.O=C1OCCO1.O=C1OCCO1.O=C1OCCO1.O=C1OCCO1.O=C1OCCO1.O=C1OCCO1.O=C1OCCO1

(4)
Computed, not measured: a structure of composition C32H36BN3O2SY, with ωB97M-V/def2-TZVPD.

XYZ file:
```
76
C32H36BN3O2SY, DFT ωB97M-V/def2-TZVPD
Y 0.80 -0.14 1.08
C 2.08 -2.21 2.80
C 2.16 -1.07 3.61
C 2.96 -0.01 3.22
C 3.65 -0.05 2.01
C 3.55 -1.17 1.18
C 2.77 -2.26 1.59
H 1.47 -3.04 3.12
H 1.63 -1.04 4.55
H 3.05 0.86 3.86
H 4.27 0.78 1.70
H 4.05 -1.20 0.23
H 2.70 -3.12 0.95
C 1.61 4.10 3.31
C 1.75 2.88 2.64
N 0.75 2.08 2.34
C -0.52 2.45 2.69
C -0.75 3.65 3.41
C 0.36 4.47 3.71
C -2.06 3.98 3.82
C -3.08 3.13 3.52
C -2.86 1.95 2.77
C -1.61 1.60 2.32
N -1.30 0.48 1.57
C -2.27 -0.29 0.94
C -3.45 0.17 0.40
C -4.37 -0.69 -0.24
C -4.13 -2.02 -0.36
C -2.90 -2.54 0.11
C -2.55 -3.89 -0.04
C -1.33 -4.34 0.36
C -0.43 -3.40 0.91
N -0.72 -2.14 1.10
C -1.96 -1.68 0.73
H 2.48 4.71 3.52
H 2.74 2.56 2.33
H 0.19 5.39 4.26
H -2.23 4.89 4.38
H -4.09 3.35 3.85
H -3.71 1.31 2.58
H -3.68 1.22 0.46
H -5.29 -0.26 -0.63
H -4.84 -2.69 -0.83
H -3.26 -4.57 -0.50
H -1.02 -5.37 0.25
H 0.56 -3.73 1.19
C 1.66 3.77 -0.43
S 1.08 2.12 -0.86
C -0.57 2.51 -1.48
H 0.98 4.26 0.27
H 1.75 4.36 -1.33
H 2.64 3.67 0.03
H -0.48 3.13 -2.37
H -1.15 3.03 -0.71
H -1.04 1.56 -1.73
C 2.16 -0.34 -4.18
C 1.47 -1.53 -3.53
C 1.87 -2.82 -4.23
O 1.94 -1.58 -2.15
B 1.03 -0.91 -1.36
O -0.13 -0.62 -2.09
C -0.06 -1.33 -3.36
C -0.72 -0.48 -4.43
C -0.82 -2.63 -3.17
H 3.24 -0.47 -4.10
H 1.89 0.59 -3.68
H 1.91 -0.26 -5.24
H 2.95 -2.88 -4.30
H 1.46 -2.85 -5.24
H 1.51 -3.69 -3.69
H -0.28 0.52 -4.47
H -1.78 -0.39 -4.21
H -0.61 -0.95 -5.41
H -0.35 -3.25 -2.41
H -0.87 -3.21 -4.10
H -1.84 -2.40 -2.85
```

HOMO-LUMO gap ... 6.93 eV
Spin multiplicity ... 1
Energy ... -2017.1250 Ha
Total charge ... +1
HOMO ... -0.35394 Eh

Question: The highest spin multiplicity belongs to which entry?
Answer: C2BiFO

Question: Which value of spin multiplicity does entry 2 give?
Answer: 1